A molecular structure, C60H111FeN2O31 at a distorted geometry. Source: OMol25; level of theory: ωB97M-V/def2-TZVPD.

Geometry as XYZ:
```
205
Properties=species:S:1:pos:R:3:forces:R:3
Fe 14.537767 34.186188 13.905697 -2.048 2.346 0.182
C 16.798429 36.255606 11.335459 -0.386 0.094 -1.162
C 15.653234 36.906472 12.085988 -0.274 -1.043 2.088
O 14.744425 36.017611 12.669368 0.724 -0.442 -0.324
H 17.386120 35.624502 12.002121 -0.471 -0.492 -0.049
H 17.521075 36.965906 10.933760 0.051 0.596 -0.080
H 16.350127 35.775174 10.465793 0.390 -0.802 0.015
H 15.098882 37.688950 11.567802 -0.083 0.020 -0.953
H 16.232241 37.494286 12.798257 -0.015 0.509 1.201
C 11.797924 32.042247 12.164111 0.087 -2.000 -0.909
C 11.822456 33.480293 11.899797 1.621 2.303 1.800
O 12.654253 34.023946 12.899273 1.174 0.053 0.082
H 11.433338 31.653454 13.114921 -0.021 0.551 0.003
H 12.858068 31.821359 12.040014 0.201 -0.428 0.654
H 11.377282 31.476900 11.332532 -0.740 -0.332 -0.225
H 10.943882 34.125419 11.903498 -0.868 -0.550 0.120
H 12.214944 33.577547 10.887584 0.457 0.238 -0.593
C 15.988238 30.617963 15.748200 0.977 1.253 -0.663
C 14.638122 31.280839 15.697199 -0.106 2.851 -1.626
O 14.428974 32.243651 14.646639 0.339 -2.041 1.202
H 16.717835 31.426197 15.798594 0.257 0.227 0.286
H 16.262684 30.166433 14.794836 -0.235 -0.736 0.106
H 16.084023 30.016530 16.652188 0.099 -0.567 -0.108
H 14.564367 31.834951 16.632940 -0.402 -0.133 0.606
H 13.936447 30.446714 15.698279 -0.991 -0.104 -0.140
C 14.141627 34.852933 17.597686 0.763 -1.154 -0.858
C 13.239394 35.533155 16.615447 -1.711 1.520 -0.474
O 13.423946 35.402782 15.286931 2.256 -2.010 -1.754
H 14.112346 35.091460 18.660861 -0.283 0.440 -0.016
H 15.138972 34.973685 17.174795 0.403 -0.133 0.318
H 13.838764 33.814231 17.465517 0.490 -0.472 0.285
H 13.212476 36.615111 16.744880 0.087 0.684 0.924
H 12.215568 35.204146 16.793296 -0.577 -0.168 0.756
C 18.865897 33.976231 15.074652 0.812 0.101 -1.100
C 17.582186 34.678542 15.384009 -2.641 -1.035 -0.715
O 16.512225 34.421305 14.457060 2.039 0.354 1.170
H 18.650984 32.908573 15.029851 0.198 -0.192 -0.223
H 19.649268 34.184947 15.803261 -0.006 -0.045 0.535
H 19.307661 34.335615 14.145251 -0.119 -0.233 -0.502
H 17.781248 35.719961 15.636824 -0.207 0.528 -0.369
H 17.381084 34.192422 16.338654 -0.820 0.085 0.898
C 17.513712 33.503319 19.472180 -0.566 -0.789 -1.083
C 18.814242 32.823140 19.584848 1.187 -0.104 1.422
C 19.544887 32.230668 18.344473 0.678 1.256 0.422
O 20.906217 32.806215 18.454577 -0.274 0.438 2.034
C 20.988051 33.658876 19.577267 1.342 0.814 0.003
O 21.994157 34.280827 19.943302 -2.995 -2.186 -1.389
O 19.781139 33.730076 20.203900 1.517 0.265 -1.223
H 17.645389 34.353861 18.803337 -0.645 0.349 0.424
H 17.031039 33.597297 20.444957 0.322 0.882 -0.052
H 16.868700 32.778352 18.975709 -0.257 0.090 -0.485
H 18.739129 32.150228 20.439047 -0.478 -0.845 -0.737
H 19.252766 32.556627 17.346210 -0.767 0.122 0.320
H 19.523371 31.141554 18.382747 0.505 0.013 0.108
C 18.461465 32.535911 8.570765 1.357 -0.052 -0.775
C 17.368197 31.976774 9.432057 1.322 0.344 0.073
C 17.963302 31.182261 10.572973 1.634 -1.884 -1.955
O 17.199994 31.503524 11.627669 -0.731 -1.587 3.202
C 16.383540 32.496463 11.373644 -2.218 3.285 0.859
O 15.587035 32.980210 12.139087 1.625 -1.246 -1.986
O 16.677892 32.968601 10.113307 -1.480 0.574 0.734
H 18.458399 31.974611 7.636403 0.286 0.395 -0.228
H 19.437865 32.417013 9.040445 0.113 -0.845 0.127
H 18.605258 33.605268 8.416195 -1.449 0.198 -0.295
H 16.700365 31.297032 8.902841 -0.324 0.391 -0.333
H 19.022866 31.287018 10.806343 -0.086 0.785 -0.169
H 17.899292 30.139934 10.260618 -0.320 -0.508 0.527
C 21.593237 31.578832 14.842057 -0.331 0.159 -1.181
C 21.072608 31.539645 13.368893 0.590 2.605 1.829
C 21.568409 32.691019 12.469874 -1.434 0.267 1.064
O 21.249134 32.146804 11.191948 -0.217 -0.868 -1.147
C 21.356750 30.788985 11.267837 3.000 -1.173 -0.819
O 21.607238 29.998963 10.349511 -1.646 2.497 2.707
O 21.511252 30.480347 12.612470 -0.514 -2.591 -1.856
H 22.174168 32.497552 14.923145 0.474 -0.333 0.361
H 22.128044 30.661136 15.086821 0.246 0.262 0.024
H 20.761885 31.705455 15.535552 -0.027 -0.183 -0.131
H 19.989175 31.623042 13.454501 -0.252 -0.321 -0.572
H 22.622650 32.967573 12.483747 0.133 -0.395 0.282
H 20.959579 33.566073 12.697261 0.044 0.125 -0.496
C 13.875361 25.644644 19.163008 -1.412 -0.418 1.224
C 13.902380 25.481865 20.756057 -0.573 -0.594 -3.204
C 13.500773 24.062320 21.311438 -0.925 0.362 -1.314
O 14.680536 23.516314 21.860302 0.011 1.206 0.558
C 15.677808 24.432845 21.726936 0.431 -0.895 0.040
O 16.784462 24.175334 22.093008 -0.271 0.903 -0.277
O 15.238609 25.543565 21.083703 2.627 -0.318 1.641
H 14.486310 26.496793 18.865217 0.127 -0.228 0.059
H 12.847272 25.878096 18.886178 -0.145 0.293 -0.006
H 14.070739 24.735829 18.593815 0.663 -0.058 0.279
H 13.423011 26.407755 21.073912 -0.363 -0.517 0.857
H 13.281807 23.352541 20.513714 -0.528 0.416 -0.327
H 12.638322 24.093190 21.977260 0.381 -0.053 0.423
C 11.136195 29.456198 14.417627 -0.351 -0.843 0.764
C 11.121519 28.132779 15.254603 0.963 0.308 -2.422
C 12.489026 27.693766 15.846426 0.804 1.121 -1.389
O 12.340812 28.092086 17.125694 -1.549 1.340 5.148
C 11.052396 28.411726 17.459424 -0.433 -1.038 2.007
O 10.635270 28.602757 18.594985 1.233 0.025 -2.321
O 10.280872 28.293620 16.374284 -0.020 -0.026 0.692
H 10.831503 30.326906 14.998266 0.125 -0.096 0.274
H 10.334918 29.282407 13.699406 0.425 0.534 -0.494
H 12.112466 29.700799 13.999091 -0.181 -0.190 -0.320
H 10.701964 27.388433 14.577821 -0.105 -0.302 0.455
H 13.315679 28.355002 15.586585 0.037 -0.210 -1.457
H 12.902890 26.687221 15.907046 -0.766 -0.514 -0.816
C 9.139856 32.225508 17.992548 -0.883 -0.252 1.292
C 8.562651 33.582327 17.553789 1.913 -0.143 -0.769
C 9.284270 34.762273 18.232052 0.539 -0.326 -1.367
O 9.771213 35.473166 16.996043 0.884 3.545 4.851
C 9.554076 34.840934 15.915022 -0.081 3.593 -7.850
O 9.629160 35.262793 14.690224 0.160 -1.525 5.882
O 9.036109 33.740653 16.205879 -2.478 -5.729 -0.567
H 8.578509 31.323462 17.749048 -0.165 0.251 -0.676
H 9.157916 32.160733 19.080485 0.027 0.301 0.302
H 10.179917 32.090817 17.695522 -0.128 0.390 -0.341
H 7.493031 33.759884 17.442096 -0.144 -0.609 0.682
H 10.106598 34.446048 18.873836 0.509 -0.085 -0.612
H 8.682758 35.347065 18.927972 -0.309 0.631 -0.849
C 16.260356 26.587455 11.719109 -0.707 -0.183 0.510
C 15.098371 27.499468 11.269701 1.096 -3.168 3.181
C 14.898136 28.801791 11.966087 -0.621 -0.142 1.116
O 14.522858 29.622807 10.868823 -0.241 1.688 1.348
C 14.718412 28.992941 9.736368 -1.191 1.753 -2.362
O 14.426911 29.432003 8.642476 0.779 -0.740 1.332
O 15.229932 27.816271 9.995825 1.272 -0.734 -4.837
H 17.220244 27.057736 11.932563 -0.205 0.262 0.018
H 16.436563 25.747892 11.046653 -0.155 0.291 -0.469
H 15.864829 26.083475 12.600966 0.436 0.125 0.484
H 14.220580 26.860208 11.364143 -0.458 0.001 0.139
H 15.748064 29.143525 12.556804 0.149 0.510 -0.486
H 14.059387 28.687972 12.652855 -0.046 0.513 0.005
C 13.830644 29.373095 20.851391 0.430 1.141 1.925
C 13.784812 30.909573 20.696548 -1.251 1.380 -0.525
C 13.424152 31.460000 19.351794 -0.378 0.096 -1.450
O 12.454076 32.545898 19.561707 0.412 -0.274 -0.088
C 12.059348 32.577673 20.838266 -0.410 0.978 1.050
O 11.252645 33.384001 21.350860 2.797 -3.198 -1.723
O 12.776997 31.589480 21.497917 -1.394 -0.027 1.594
H 14.097288 29.250492 21.901134 -0.129 -0.172 0.397
H 14.687663 28.879469 20.393179 -0.324 0.270 -0.788
H 12.874540 28.858023 20.758328 0.014 0.306 -0.706
H 14.665083 31.516591 20.908115 0.689 -1.169 0.807
H 12.977552 30.747492 18.658279 -0.099 0.057 0.045
H 14.371477 31.812769 18.944078 -0.601 0.580 -0.680
C 17.999031 27.734017 14.809987 -0.205 0.151 -0.290
C 19.415310 27.193639 15.011989 0.545 0.039 1.912
C 20.029802 28.068595 16.102969 -0.361 0.678 1.697
C 19.485734 27.950178 17.573368 -0.305 -1.709 -0.791
C 19.669298 26.478110 18.056457 -0.300 1.142 -0.838
C 19.070699 25.427605 17.080881 0.244 0.019 -0.209
N 19.507048 25.829603 15.629589 1.257 0.807 1.745
O 19.259044 24.928249 14.636201 -1.079 -1.924 -0.706
C 19.704711 24.052986 17.614457 0.021 1.600 -1.526
C 17.537040 25.362138 17.209427 0.299 1.107 0.565
C 20.347775 27.294547 13.741111 -0.511 -1.403 0.170
H 17.261773 26.982860 14.526613 0.165 -0.005 -0.339
H 18.034557 28.560568 14.100300 -0.133 -0.161 -0.431
H 17.606790 28.230284 15.697660 0.105 -0.265 0.210
H 21.089478 27.837772 16.212007 0.241 0.463 -0.447
H 19.773244 29.116774 15.949362 0.795 0.239 -0.872
H 18.433760 28.233244 17.609927 -0.070 0.162 0.083
H 20.063303 28.656278 18.169970 -0.083 -0.100 0.210
H 19.240779 26.247088 19.031705 -0.032 0.289 0.093
H 20.752352 26.394090 18.146113 0.112 -0.623 -0.095
H 20.754482 24.173489 17.346926 0.094 -0.819 -0.668
H 19.801718 23.939224 18.694152 -0.894 0.440 0.142
H 19.140669 23.225162 17.184733 0.601 -0.235 -0.080
H 17.134774 26.343435 16.957759 -0.194 -0.102 -0.633
H 17.041884 24.561366 16.660164 0.196 0.089 -0.090
H 17.263979 25.335706 18.264344 0.074 -0.678 0.255
H 19.936322 26.859057 12.830535 -1.081 0.812 -0.190
H 21.150235 26.556885 13.737071 0.676 0.267 1.144
H 20.770681 28.284167 13.568205 -0.296 -0.054 0.060
H 20.125534 24.603874 14.380143 0.078 -0.186 -0.036
C 18.547250 27.714973 21.646237 -0.133 -0.622 -1.035
C 18.414463 29.078852 22.295131 -1.058 -0.288 -0.197
C 17.944452 28.891286 23.717926 1.149 -0.154 1.934
C 19.080995 28.564295 24.647056 0.796 0.332 0.580
C 20.264648 29.514371 24.579278 0.058 -0.127 -0.435
C 20.806639 29.756069 23.144726 -0.803 -1.343 0.041
N 19.608364 29.874360 22.215993 2.043 1.391 2.149
O 19.984309 30.200898 20.895017 0.173 -0.759 0.117
C 21.634719 31.041232 23.113457 -0.547 0.875 0.528
C 21.756199 28.591844 22.821042 0.176 0.082 -0.804
C 17.329289 29.943510 21.687671 -0.645 -0.894 -0.936
H 18.872331 27.768877 20.607238 0.423 0.388 -0.001
H 17.606605 27.176214 21.532179 -0.286 0.073 0.506
H 19.240725 27.060125 22.173847 -0.035 0.072 0.084
H 17.493562 29.788422 24.142119 -0.154 0.276 -0.353
H 17.280096 28.065811 23.973507 -0.643 0.018 -1.245
H 19.511356 27.571595 24.515069 -0.420 -0.318 -0.265
H 18.687737 28.604341 25.662852 0.079 -0.214 0.199
H 21.036588 28.940776 25.092308 0.345 0.730 0.378
H 20.053560 30.454992 25.087971 0.015 0.077 0.005
H 22.440989 31.132786 23.841236 0.055 -0.863 0.290
H 22.124665 31.328716 22.183179 -0.484 -0.261 -0.316
H 20.959737 31.823060 23.461637 -0.107 0.408 -0.477
H 21.365106 27.595272 22.616125 -0.634 0.223 -0.053
H 22.253963 28.940755 21.916281 0.534 -0.508 -0.008
H 22.445936 28.424606 23.648322 0.351 0.412 -0.165
H 16.375131 29.440244 21.843892 -0.112 0.061 0.015
H 17.482572 29.977277 20.609029 -0.102 0.574 -0.085
H 17.289865 30.911152 22.187883 0.142 0.059 -0.291
H 19.915713 31.158437 20.897787 0.169 0.018 -0.091
```
Forces are in eV/Å.

Summary:
Total charge ... -2
2S+1 ... 6
Highest occupied orbital energy (alpha / beta) ... -1.113 / -0.738 eV
Orbital gap (alpha / beta) ... 3.78 / 3.41 eV